ORCA calculation (ωB97M-V with the def2-TZVPD basis set) on a 2-piece molecular cluster, C11H15NO overall in a non-equilibrium geometry.

Calculated values
HOMO-LUMO gap (spin up / spin down): 6.3 / 7.7 eV
ΔE to the lowest compared entry with this formula, charge and spin: 140.63 kcal per mole
HOMO (spin up / spin down): -6.8 / -8.1 eV

The geometry in ORCA input format:
```
! RIJCOSX wB97M-V def2-TZVPD def2/J DEFGRID3
* xyz 0 1
C -3.96 -0.38 -0.13
C -3.62 1.02 -0.25
C -3.03 -1.35 0.03
C -2.35 1.35 0.15
C -1.56 -1.12 0.01
C -1.31 0.37 0.20
C 0.90 -0.06 0.54
C 1.43 -2.47 -0.31
C 2.43 0.81 -1.33
C 2.81 1.48 1.00
C 2.33 0.32 0.11
N -0.09 0.78 0.25
O 1.16 -3.44 0.37
H -5.06 -0.54 -0.14
H -4.47 1.61 -0.40
H -3.42 -2.28 0.21
H -2.18 2.42 0.25
H -1.13 -1.59 0.83
H 0.77 -0.58 1.48
H 2.35 -2.51 -0.92
H 2.58 -0.09 -1.92
H 3.22 1.38 -1.58
H 1.54 1.41 -1.48
H 3.73 1.91 0.79
H 2.76 1.28 1.99
H 2.17 2.25 0.95
H 3.10 -0.41 0.15
H -1.12 -1.58 -0.84
*
```

In the natural (NBO) picture, each atom carries the following charge in e: C -0.244; C -0.170; C -0.134; C -0.217; C -0.516; C 0.262; C 0.053; C 0.309; C -0.601; C -0.591; C -0.273; N -0.447; O -0.521; H 0.211; H 0.212; H 0.201; H 0.225; H 0.243; H 0.190; H 0.113; H 0.199; H 0.206; H 0.220; H 0.204; H 0.198; H 0.204; H 0.205; H 0.259

***

ORCA calculation (ωB97M-V with the def2-TZVPD basis set) on one molecule with the formula C11H15NO2S.

Calculated values
SMILES: CCCNS(=O)(=O)/C=C/c1ccccc1
HOMO-LUMO gap: 9.2 eV
ΔE to the lowest compared entry with this formula, charge and spin: 0.00 kcal per mole
HOMO: -9.2 eV

The geometry in ORCA input format:
```
! RIJCOSX wB97M-V def2-TZVPD def2/J DEFGRID3
* xyz 0 1
C -3.49 -1.06 -2.37
C -2.62 0.16 -2.63
C -1.14 -0.14 -2.38
N -0.32 1.04 -2.55
S 1.29 0.82 -2.17
O 1.71 -0.53 -2.47
O 2.01 1.90 -2.76
C 1.23 1.03 -0.41
C 1.47 -0.01 0.38
C 1.46 -0.05 1.83
C 1.76 -1.26 2.47
C 1.77 -1.35 3.85
C 1.47 -0.23 4.62
C 1.17 0.97 3.99
C 1.16 1.06 2.62
H -3.20 -1.88 -3.02
H -4.53 -0.82 -2.56
H -3.39 -1.39 -1.34
H -2.92 0.98 -1.97
H -2.75 0.50 -3.66
H -0.81 -0.95 -3.04
H -0.99 -0.47 -1.35
H -0.41 1.46 -3.47
H 0.99 2.03 -0.11
H 1.72 -0.94 -0.12
H 2.00 -2.13 1.88
H 2.00 -2.28 4.33
H 1.47 -0.30 5.69
H 0.93 1.84 4.59
H 0.93 2.00 2.14
*
```

In the natural (NBO) picture, each atom carries the following charge in e: C -0.602; C -0.399; C -0.228; N -0.857; S 2.292; O -0.948; O -0.937; C -0.507; C -0.121; C -0.128; C -0.164; C -0.212; C -0.194; C -0.226; C -0.121; H 0.205; H 0.214; H 0.204; H 0.205; H 0.195; H 0.194; H 0.198; H 0.401; H 0.236; H 0.237; H 0.214; H 0.217; H 0.216; H 0.216; H 0.200

***

ORCA calculation (ωB97M-V with the def2-TZVPD basis set) on one molecule with the formula C11H15NO3 in a non-equilibrium geometry.

Calculated values
SMILES: C=CC(=O)[C@]1(CCOCCO)C=CC=N1
HOMO-LUMO gap: 9.5 eV
ΔE to the lowest compared entry with this formula, charge and spin: 128.34 kcal per mole
HOMO: -9.2 eV

The geometry in ORCA input format:
```
! RIJCOSX wB97M-V def2-TZVPD def2/J DEFGRID3
* xyz 0 1
C 1.33 -1.85 -2.90
C 2.26 -1.65 -1.94
C 2.21 -2.20 -0.60
O 2.66 -3.24 -0.20
C 1.38 -1.10 0.66
C 0.40 -0.22 -0.07
C -0.24 0.64 1.11
O -1.20 1.60 0.78
C -2.08 1.47 -0.37
C -3.22 2.50 -0.25
O -3.53 2.62 1.11
C 2.54 -0.79 1.50
C 2.74 -1.88 2.31
C 1.48 -2.70 2.16
N 0.69 -2.20 1.27
H 1.32 -1.49 -3.95
H 0.44 -2.33 -2.84
H 3.06 -1.02 -2.02
H -0.39 -0.68 -0.49
H 1.01 0.45 -0.71
H -0.69 0.00 1.78
H 0.43 1.25 1.69
H -1.45 1.42 -1.36
H -2.37 0.45 -0.21
H -3.99 2.16 -0.82
H -2.77 3.48 -0.57
H -3.01 2.05 1.63
H 3.15 0.05 1.38
H 3.63 -2.06 2.99
H 1.31 -3.64 2.80
*
```

In the natural (NBO) picture, each atom carries the following charge in e: C -0.319; C -0.324; C 0.656; O -0.473; C 0.023; C -0.435; C -0.042; O -0.576; C -0.086; C -0.069; O -0.718; C -0.243; C -0.256; C 0.066; N -0.459; H 0.209; H 0.196; H 0.231; H 0.226; H 0.212; H 0.170; H 0.191; H 0.173; H 0.162; H 0.174; H 0.167; H 0.483; H 0.221; H 0.233; H 0.207

***

ORCA calculation (ωB97M-V with the def2-TZVPD basis set) on C11H16Cl3NOSTc as an isolated structure in a non-equilibrium geometry.

Calculated values
HOMO-LUMO gap (spin up / spin down): 5.3 / 5.6 eV
HOMO (spin up / spin down): -0.5 / -0.5 eV

The geometry in ORCA input format:
```
! RIJCOSX wB97M-V def2-TZVPD def2/J DEFGRID3
* xyz -2 4
C -0.60 0.85 -0.93
C -1.41 -0.31 -1.00
C -0.62 -1.44 -0.67
C -2.84 -0.33 -1.39
C 0.72 -0.98 -0.37
C 0.74 0.48 -0.53
C 1.95 1.24 -0.93
C -1.04 2.18 -1.40
C -1.07 -2.84 -0.77
C 1.89 -1.88 -0.49
Tc 0.22 0.12 1.52
Cl -2.18 -0.12 2.02
Cl -0.21 2.39 1.83
Cl 0.44 -2.09 2.35
H -3.32 0.63 -1.16
H -3.39 -1.12 -0.88
H -2.93 -0.49 -2.48
H -1.98 -3.00 -0.17
H -0.31 -3.53 -0.39
H -1.32 -3.11 -1.80
H 1.75 -2.81 0.06
H 2.82 -1.41 -0.16
H 2.02 -2.15 -1.55
H 2.85 0.87 -0.44
H 1.86 2.30 -0.67
H 2.08 1.13 -2.02
H -1.95 2.50 -0.89
H -1.26 2.12 -2.48
H -0.26 2.93 -1.23
O 2.20 3.03 1.36
H 3.01 3.62 1.34
S 0.64 0.39 6.23
C 0.73 0.41 4.64
N 0.78 0.40 3.44
*
```

In the Löwdin picture, each atom carries the following charge in e: C -0.312; C -0.309; C -0.296; C -0.078; C -0.460; C -0.441; C -0.097; C -0.085; C -0.069; C -0.114; Tc 0.940; Cl -0.119; Cl 0.105; Cl -0.040; H 0.067; H 0.064; H 0.074; H 0.075; H 0.056; H 0.078; H 0.029; H 0.071; H 0.080; H 0.064; H 0.038; H 0.077; H 0.071; H 0.080; H 0.067; O -0.664; H -0.152; S 0.443; C -0.986; N -0.258

***

ORCA calculation (ωB97M-V with the def2-TZVPD basis set) on C11H16ClO3PTi as an isolated structure in a non-equilibrium geometry.

Calculated values
HOMO-LUMO gap: 7.1 eV
ΔE to the lowest compared entry with this formula, charge and spin: 0.00 kcal per mole
HOMO: -16.9 eV

The geometry in ORCA input format:
```
! RIJCOSX wB97M-V def2-TZVPD def2/J DEFGRID3
* xyz 2 1
Cl -1.32 2.44 -1.96
C -0.82 -1.49 -1.87
C 0.58 -1.70 -1.61
C 1.33 -0.72 -2.31
H 0.99 -2.55 -1.03
C 0.40 0.13 -3.02
C -0.94 -0.38 -2.76
H -1.85 -0.02 -3.23
H -1.64 -2.15 -1.55
H 2.40 -0.65 -2.37
C 0.73 1.19 -4.00
Ti -0.22 0.55 -0.91
C 1.47 1.65 -0.38
O 2.44 2.06 0.15
C -1.77 1.87 -0.06
O -2.53 2.52 0.60
H 1.63 1.75 -3.73
H -0.09 1.90 -4.13
H 0.91 0.72 -4.98
C -0.51 1.11 3.06
P -0.17 -0.49 2.31
C 1.53 -0.96 2.66
C -1.33 -1.68 3.01
O -0.40 -0.49 0.78
H -0.40 0.99 4.15
H -1.54 1.40 2.79
H 0.20 1.85 2.67
H 1.64 -0.89 3.75
H 1.70 -1.99 2.33
H 2.20 -0.26 2.15
H -2.37 -1.38 2.76
H -1.11 -2.70 2.64
H -1.16 -1.61 4.09
*
```

In the natural (NBO) picture, each atom carries the following charge in e: Cl -0.060; C -0.198; C -0.180; C -0.212; H 0.283; C -0.043; C -0.288; H 0.299; H 0.293; H 0.282; C -0.655; Ti 0.944; C 0.596; O -0.284; C 0.440; O -0.384; H 0.242; H 0.255; H 0.283; C -1.007; P 1.918; C -1.000; C -0.993; O -1.026; H 0.291; H 0.282; H 0.256; H 0.288; H 0.280; H 0.259; H 0.284; H 0.280; H 0.277

***

ORCA calculation (ωB97M-V with the def2-TZVPD basis set) on C11H16GaN5O2S as an isolated structure.

Calculated values
HOMO-LUMO gap: 8.8 eV
ΔE to the lowest compared entry with this formula, charge and spin: 13.95 kcal per mole
HOMO: -16.3 eV

The geometry in ORCA input format:
```
! RIJCOSX wB97M-V def2-TZVPD def2/J DEFGRID3
* xyz 2 1
Ga -0.70 0.80 0.72
C 2.33 -2.58 0.00
C 1.16 -1.66 0.13
N 1.09 -0.66 0.91
N 2.09 -0.36 1.79
C 1.80 0.57 2.72
N 2.68 0.80 3.68
S 0.35 1.48 2.67
C -0.13 -1.92 -0.56
C -0.34 -3.02 -1.35
C -1.62 -3.28 -1.83
C -2.65 -2.43 -1.48
C -2.36 -1.32 -0.69
N -1.13 -1.05 -0.25
H 3.28 -2.05 0.14
H 2.37 -3.04 -0.98
H 2.27 -3.39 0.74
H 2.88 -0.97 1.89
H 3.55 0.29 3.75
H 2.49 1.49 4.39
H 0.47 -3.69 -1.59
H -1.80 -4.14 -2.46
H -3.66 -2.60 -1.80
H -3.14 -0.63 -0.41
N 0.12 1.82 -0.94
C -0.31 3.26 -1.19
C -1.85 3.47 -1.04
C -2.08 2.55 0.10
O -1.55 2.77 1.20
O -2.37 1.32 -0.19
H 1.14 1.81 -0.96
H -0.18 1.26 -1.74
H 0.02 3.56 -2.18
H 0.20 3.86 -0.44
H -2.39 3.16 -1.93
H -2.04 4.52 -0.82
*
```

In the natural (NBO) picture, each atom carries the following charge in e: Ga 1.662; C -0.706; C 0.327; N -0.317; N -0.420; C 0.338; N -0.710; S -0.046; C 0.137; C -0.192; C -0.092; C -0.209; C 0.112; N -0.562; H 0.242; H 0.270; H 0.279; H 0.418; H 0.428; H 0.450; H 0.249; H 0.261; H 0.266; H 0.260; N -0.892; C -0.202; C -0.504; C 0.804; O -0.683; O -0.801; H 0.418; H 0.414; H 0.237; H 0.235; H 0.250; H 0.279

***

no.,E (a.u.)
1,-557.92173
2,-1031.55213
3,-708.43309
4,-2418.29620
5,-2304.95659
6,-3175.53981